DFT (ωB97M-V/def2-TZVPD) results for the ion C5H6NO2 with charge +1 at a distorted geometry.

Summary:
Relative energy (zero: lowest compared OMol25 entry of this formula, charge and spin) = 298.0 kJ/mol
2S+1 = 1
SMILES = CO/C=C1/C[N+]1=C=O
Kohn-Sham gap = 0.346 Ha
Largest force on an atom = 3.40 eV/A
HOMO energy = -13.880 eV
Net charge = +1

Element x y z (Å)
C 0.299638 -0.137683 -0.683524
C -0.709515 -0.470830 0.122630
C -1.782548 0.901409 2.053029
C -1.908262 -1.092610 0.527793
C 2.458413 0.572589 -1.182603
N -1.361643 0.111890 1.255320
O -2.144893 1.563182 2.873706
O 1.205683 0.805125 -0.543733
H 0.433582 -0.861625 -1.394155
H -2.760474 -0.864660 0.041135
H -1.899480 -2.064002 1.002499
H 3.351685 0.849349 -0.622518
H 2.342239 1.219915 -2.126191
H 2.475574 -0.532051 -1.323389

Force components x, y, z for each atom (eV/Å):
C -0.2 0.4 2.1
C 1.6 1.8 -0.7
C 0.2 0.1 0.1
C 1.4 -1.5 0.8
C -0.4 -0.2 -2.5
N 0.9 -2.2 -1.3
O -1.1 2.1 2.1
O -1.1 0.6 1.8
H 0.5 -1.6 -2.3
H -2.9 0.7 -1.7
H 0.2 0.1 0.6
H -0.6 0.3 0.4
H 0.9 -1.4 1.1
H 0.6 0.9 -0.6